[1]
ORCA calculation (wB97M-V/def2-TZVPD) on a structure of composition C14H34ClGaO9P3S.

The geometry in ORCA input format:
```
! wB97M-V def2-TZVPD RIJCOSX def2/J DEFGRID3
* xyz -1 1
C 4.167 -3.913 -0.971
H 0.846 -3.946 3.318
P -3.296 5.967 -2.995
P -2.760 0.012 -0.974
C -2.184 2.221 -2.336
H 2.740 -3.199 4.592
H 6.278 -3.453 -0.790
C -6.498 6.081 0.065
O -1.796 6.733 -2.945
H 7.512 -1.683 3.802
H -2.741 2.687 -4.362
O -4.347 -0.239 -0.849
C 0.010 0.391 0.417
Cl -3.703 5.575 -5.010
O -2.294 -0.545 -2.255
C 5.630 -4.202 -1.252
H -1.058 -1.425 0.869
H 3.023 -1.820 3.549
O -2.743 1.605 -1.165
C -4.836 -1.575 -0.754
C 6.609 -2.211 3.496
O -2.425 0.117 0.601
H -1.341 1.636 -2.705
H 5.821 -4.190 -2.326
H 7.693 -3.750 2.450
C 2.696 -2.859 3.555
H -6.768 5.299 0.738
H -3.882 3.255 -3.145
H 5.915 -5.174 -0.850
H 3.913 -2.892 -1.266
C -1.142 -0.352 1.064
H -3.845 1.553 -3.562
O 3.818 -4.117 0.403
H 0.650 -2.191 3.447
H 6.270 -2.838 4.320
O 5.736 -3.846 1.880
H -5.776 8.046 -3.457
H 0.961 0.063 0.841
H -3.436 -2.421 0.672
S -3.838 9.466 -1.370
H 0.044 0.219 -0.662
H -5.028 -3.181 0.676
Ga -4.869 7.594 -2.229
C -4.508 -2.227 0.579
H 7.177 -2.415 1.426
H -5.916 -1.514 -0.877
O 3.762 -1.770 1.287
C -3.219 2.436 -3.415
H -0.093 1.465 0.572
C 6.880 -3.051 2.264
C -5.942 6.692 -0.820
H 3.539 -4.591 -1.548
H 1.238 -2.931 1.947
C 1.278 -2.984 3.035
P 4.364 -3.093 1.510
H -1.123 -0.208 2.143
H -1.779 7.173 -2.083
O 3.599 -3.678 2.813
H -4.795 -1.578 1.406
H -3.793 10.226 -2.470
H -1.788 3.189 -2.024
H -4.437 -2.172 -1.580
H 5.830 -1.466 3.310
*
```

Calculated values
relative energy (zero: lowest compared OMol25 entry of this formula, charge and spin) = 0.0 kcal/mol
LUMO energy = 1.64 eV
orbital gap = 5.4 eV
HOMO = -3.79 eV

Partial charges, natural (NBO), in e: atom 1 (C): -0.070, atom 2 (H): 0.206, atom 3 (P): 0.518, atom 4 (P): 2.506, atom 5 (C): -0.062, atom 6 (H): 0.177, atom 7 (H): 0.197, atom 8 (C): -0.365, atom 9 (O): -1.005, atom 10 (H): 0.222, atom 11 (H): 0.215, atom 12 (O): -0.794, atom 13 (C): -0.653, atom 14 (Cl): -0.365, atom 15 (O): -1.054, atom 16 (C): -0.635, atom 17 (H): 0.170, atom 18 (H): 0.187, atom 19 (O): -0.827, atom 20 (C): -0.067, atom 21 (C): -0.649, atom 22 (O): -0.767, atom 23 (H): 0.173, atom 24 (H): 0.219, atom 25 (H): 0.194, atom 26 (C): -0.058, atom 27 (H): 0.215, atom 28 (H): 0.233, atom 29 (H): 0.218, atom 30 (H): 0.190, atom 31 (C): -0.066, atom 32 (H): 0.203, atom 33 (O): -0.801, atom 34 (H): 0.210, atom 35 (H): 0.222, atom 36 (O): -0.768, atom 37 (H): -0.295, atom 38 (H): 0.226, atom 39 (H): 0.198, atom 40 (S): -0.639, atom 41 (H): 0.220, atom 42 (H): 0.209, atom 43 (Ga): 0.727, atom 44 (C): -0.634, atom 45 (H): 0.177, atom 46 (H): 0.185, atom 47 (O): -1.051, atom 48 (C): -0.640, atom 49 (H): 0.226, atom 50 (C): -0.068, atom 51 (C): -0.405, atom 52 (H): 0.191, atom 53 (H): 0.222, atom 54 (C): -0.635, atom 55 (P): 2.510, atom 56 (H): 0.189, atom 57 (H): 0.492, atom 58 (O): -0.826, atom 59 (H): 0.220, atom 60 (H): 0.136, atom 61 (H): 0.197, atom 62 (H): 0.182, atom 63 (H): 0.222



[2]
ORCA calculation (wB97M-V/def2-TZVPD) on a structure of composition C42H56IMnN3OP2SSi2.

The geometry in ORCA input format:
```
! wB97M-V def2-TZVPD RIJCOSX def2/J DEFGRID3
* xyz 1 5
H -2.345 -2.939 2.652
N -1.567 1.636 1.398
C 2.717 -4.824 2.551
C 3.094 2.296 -0.160
C 1.579 2.888 2.862
C 1.060 3.059 1.581
I -0.772 0.168 3.826
H -1.778 0.537 -2.080
C 4.846 -0.423 -3.068
C 1.716 -2.648 2.378
H 2.106 2.163 -3.383
H 0.582 -4.210 -3.187
C 3.155 -4.726 1.238
H 1.173 -1.823 2.821
C 2.528 -0.453 -2.439
H 2.939 -5.712 3.127
H 4.037 1.061 1.317
C -3.367 -2.846 2.274
N 0.300 1.778 -0.833
H -2.638 -1.774 -1.533
H -6.143 0.759 -0.769
H 1.483 -0.286 -2.668
C 4.222 -1.102 -0.852
H 2.417 3.693 -1.639
H -1.908 -1.834 -3.135
H 3.235 0.082 -4.390
H -4.602 -3.643 0.695
H 0.805 -2.519 -3.633
C -2.311 2.497 0.680
H -2.886 -3.501 0.298
O -2.550 -0.842 0.758
H 6.654 3.476 -1.061
H 3.182 -3.541 -0.545
H -2.519 2.621 4.470
H -1.130 4.565 -3.212
H 0.825 1.747 -4.523
C 3.280 3.260 -1.146
H -5.636 -0.110 1.483
C -0.791 4.242 -2.224
S -3.522 -1.074 1.899
P 1.415 1.788 0.318
C 4.560 3.676 -1.474
C 2.880 -0.904 -1.172
H -4.372 0.791 -0.757
H 6.244 -1.005 -1.549
C 5.202 -0.858 -1.800
H 2.159 2.000 3.081
C -0.506 -4.251 -0.244
C 0.311 4.193 1.288
C 0.059 5.134 2.276
Si -0.349 -2.771 -1.421
H 4.707 4.410 -2.256
C 1.316 0.258 1.187
C -5.244 0.208 -1.050
H -3.754 4.061 0.613
C -3.591 -3.767 1.087
C 1.343 3.838 3.843
C -5.209 -1.160 -0.375
H 3.733 -5.529 0.799
C -3.163 3.416 1.249
H 1.890 -3.272 -2.467
H -3.487 -5.875 0.621
H -2.395 -5.379 1.917
H 1.187 3.434 -4.189
H -4.317 -1.693 -0.702
C 2.857 -3.599 0.486
H -4.131 -5.531 2.230
C 1.115 2.445 -3.733
H 6.321 1.838 0.758
H -4.062 -3.027 3.097
C -1.704 1.692 2.731
H -2.569 -3.304 -2.422
C 0.576 4.958 3.552
H 1.757 3.706 4.835
H 4.500 -1.458 0.132
H -0.600 -3.928 0.795
H -2.192 2.427 -0.392
C 1.994 -3.785 3.121
H -6.073 -1.746 -0.690
C -2.492 2.615 3.391
C 5.468 2.226 0.215
H -2.596 1.907 -2.851
Si -0.174 2.453 -2.349
H 0.382 5.696 4.320
H 5.614 -0.229 -3.806
H -0.540 6.008 2.049
P 1.616 -1.098 0.105
C 4.191 1.790 0.529
C 2.143 -2.549 1.058
C 5.655 3.153 -0.801
C -1.659 1.343 -2.807
H -1.379 -4.855 -0.502
Mn -0.660 0.159 0.428
H 0.370 -4.900 -0.305
H 0.004 4.929 -1.921
C -3.388 -5.227 1.491
H -0.076 4.327 0.285
C 3.510 -0.233 -3.392
C -5.205 -1.056 1.150
H -1.533 0.878 -3.787
H -3.877 4.231 3.111
C -2.025 -2.383 -2.198
C 0.853 -3.224 -2.801
H -1.627 4.378 -1.533
N 0.119 -1.348 -0.505
C -3.238 3.502 2.631
H -5.228 0.095 -2.134
H 1.654 -3.857 4.146
H -5.757 -1.864 1.630
*
```

Calculated values
LUMO energy (spin up / spin down) = -3.16 / -2.69 eV
orbital gap (spin up / spin down) = 6.9 / 7.8 eV
HOMO (spin up / spin down) = -10.02 / -10.46 eV

Mulliken atomic charge list, values in e, 99 entries: atom 1 (H): 0.215, atom 2 (N): 1.484, atom 3 (C): -0.649, atom 4 (C): 2.002, atom 5 (C): -0.270, atom 6 (C): 0.573, atom 7 (I): 0.197, atom 8 (H): -0.467, atom 9 (C): -0.832, atom 10 (C): -0.405, atom 11 (H): 0.199, atom 12 (H): 0.538, atom 13 (C): -0.892, atom 14 (H): -0.178, atom 15 (C): -0.758, atom 16 (H): 0.425, atom 17 (H): 0.387, atom 18 (C): -0.955, atom 19 (N): 0.137, atom 20 (H): -0.543, atom 21 (H): 0.456, atom 22 (H): 0.483, atom 23 (C): -0.203, atom 24 (H): 0.424, atom 25 (H): 0.486, atom 26 (H): 0.513, atom 27 (H): 0.300, atom 28 (H): 0.287, atom 29 (C): -0.186, atom 30 (H): -0.727, atom 31 (O): -1.819, atom 32 (H): 0.428, atom 33 (H): 0.356, atom 34 (H): 0.616, atom 35 (H): 0.475, atom 36 (H): 0.417, atom 37 (C): -0.618, atom 38 (H): 0.619, atom 39 (C): -1.396, atom 40 (S): 0.441, atom 41 (P): 0.533, atom 42 (C): -0.897, atom 43 (C): 0.940, atom 44 (H): -0.033, atom 45 (H): 0.457, atom 46 (C): -0.874, atom 47 (H): 0.387, atom 48 (C): -1.145, atom 49 (C): -0.288, atom 50 (C): -0.679, atom 51 (Si): 0.514, atom 52 (H): 0.461, atom 53 (C): -1.590, atom 54 (C): -1.220, atom 55 (H): 0.580, atom 56 (C): 0.944, atom 57 (C): -0.753, atom 58 (C): 0.228, atom 59 (H): 0.436, atom 60 (C): -0.936, atom 61 (H): 0.187, atom 62 (H): 0.412, atom 63 (H): 0.300, atom 64 (H): 0.476, atom 65 (H): -0.308, atom 66 (C): -0.175, atom 67 (H): 0.463, atom 68 (C): -1.347, atom 69 (H): 0.458, atom 70 (H): 0.625, atom 71 (C): 0.146, atom 72 (H): 0.454, atom 73 (C): -0.678, atom 74 (H): 0.472, atom 75 (H): 0.504, atom 76 (H): 0.111, atom 77 (H): -0.049, atom 78 (C): -0.777, atom 79 (H): 0.519, atom 80 (C): -1.004, atom 81 (C): -0.701, atom 82 (H): 0.431, atom 83 (Si): 1.266, atom 84 (H): 0.418, atom 85 (H): 0.424, atom 86 (H): 0.511, atom 87 (P): 1.769, atom 88 (C): -0.584, atom 89 (C): 0.431, atom 90 (C): -0.658, atom 91 (C): -0.854, atom 92 (H): 0.491, atom 93 (Mn): -0.401, atom 94 (H): 0.518, atom 95 (H): 0.411, atom 96 (C): -1.672, atom 97 (H): 0.058, atom 98 (C): -1.075, atom 99 (C): -1.170



[3]
ORCA calculation (wB97M-V/def2-TZVPD) on a structure of composition C30H39GeN4O2PPdSe.

The geometry in ORCA input format:
```
! wB97M-V def2-TZVPD RIJCOSX def2/J DEFGRID3
* xyz 0 1
C -3.196 -0.160 0.433
H -0.320 2.980 0.112
C -2.733 0.313 1.809
C 3.169 1.824 -2.343
C -2.022 1.670 1.692
H 2.490 1.494 -3.126
H -3.597 0.434 2.464
H -0.747 4.703 0.150
Pd -0.088 0.174 -0.045
H -2.871 -3.531 4.143
H 0.541 2.014 -4.966
H 2.929 -6.058 3.988
N -0.216 4.008 -1.738
H -2.457 -2.170 6.170
H 4.744 1.889 3.608
H -2.060 -0.430 2.237
C 4.079 1.149 3.184
H 3.895 -1.404 -2.324
C 2.024 0.575 1.954
C 2.938 1.512 2.518
O -0.749 1.642 1.684
H -2.297 -0.654 -1.369
H 5.275 0.012 0.634
H 3.445 -7.206 1.860
C 0.247 -1.271 4.342
C 1.732 0.926 0.402
C 1.838 -3.689 1.811
H 3.252 -2.010 -0.786
H 5.719 0.741 -0.911
C -0.024 3.053 -2.669
N 0.482 3.687 -3.758
C 0.598 5.042 -3.498
H 4.180 1.904 -2.753
C -0.822 3.783 -0.424
Ge 3.191 0.538 -0.861
C 4.387 -0.198 3.277
C 2.363 -0.812 2.151
C 2.996 -6.221 1.847
C 2.127 -4.315 3.026
H 1.120 -0.630 4.416
H 2.908 -6.117 -0.295
H 0.982 5.731 -4.230
C 5.006 0.788 -0.087
C -1.115 -2.837 3.134
H 2.682 2.560 2.396
H 1.532 2.002 0.395
H 0.997 0.795 2.382
H 5.115 1.763 0.395
H 2.135 -1.448 -2.028
C 3.556 -1.171 2.754
H -3.946 -0.950 0.522
H -1.770 -1.580 -0.117
H 0.082 6.137 -1.653
C -1.763 -2.132 5.340
H 3.821 -2.214 2.866
H -1.302 -3.414 2.235
Se -0.374 1.243 -2.500
H 5.299 -0.500 3.781
H -3.654 0.682 -0.086
N -2.055 -0.641 -0.386
O -2.725 2.681 1.551
C 2.117 -4.346 0.618
C -0.643 -1.320 5.410
H -1.868 3.509 -0.530
N 0.347 -1.841 0.363
H 1.853 -3.858 -0.313
C 2.710 -5.576 3.043
H 2.857 2.817 -2.006
C -1.996 -2.895 4.200
H 1.884 -3.820 3.961
H 1.897 3.139 -5.197
C 0.161 5.238 -2.240
H 0.279 3.547 -5.829
P 1.066 -2.040 1.691
C 2.696 -5.609 0.637
C 3.109 -1.272 -1.575
H -0.461 -0.719 6.293
C 0.825 3.062 -5.020
C 0.013 -2.021 3.192
*
```

Calculated values
relative energy (zero: lowest compared OMol25 entry of this formula, charge and spin) = 5.0 kcal/mol
LUMO energy = -1.95 eV
orbital gap = 4.8 eV
HOMO = -6.71 eV

Partial charges, Mulliken, in e: atom 1 (C): -0.850, atom 2 (H): 0.049, atom 3 (C): 0.683, atom 4 (C): -1.340, atom 5 (C): 0.126, atom 6 (H): 0.288, atom 7 (H): 0.519, atom 8 (H): 0.161, atom 9 (Pd): 0.709, atom 10 (H): 0.425, atom 11 (H): 0.314, atom 12 (H): 0.414, atom 13 (N): 0.258, atom 14 (H): 0.391, atom 15 (H): 0.414, atom 16 (H): -0.704, atom 17 (C): -1.084, atom 18 (H): 0.596, atom 19 (C): 1.981, atom 20 (C): -0.428, atom 21 (O): -0.481, atom 22 (H): 0.259, atom 23 (H): 0.338, atom 24 (H): 0.389, atom 25 (C): 0.151, atom 26 (C): -1.244, atom 27 (C): -0.127, atom 28 (H): 0.251, atom 29 (H): 0.471, atom 30 (C): -0.179, atom 31 (N): 0.304, atom 32 (C): -0.518, atom 33 (H): 0.477, atom 34 (C): -0.706, atom 35 (Ge): 0.819, atom 36 (C): -0.688, atom 37 (C): -0.522, atom 38 (C): -0.496, atom 39 (C): -0.361, atom 40 (H): 0.263, atom 41 (H): 0.409, atom 42 (H): 0.487, atom 43 (C): -1.548, atom 44 (C): -0.418, atom 45 (H): 0.464, atom 46 (H): 0.875, atom 47 (H): 0.016, atom 48 (H): 0.368, atom 49 (H): 0.257, atom 50 (C): -0.874, atom 51 (H): 0.391, atom 52 (H): 0.263, atom 53 (H): 0.426, atom 54 (C): -0.532, atom 55 (H): 0.482, atom 56 (H): 0.404, atom 57 (Se): -0.322, atom 58 (H): 0.402, atom 59 (H): 0.387, atom 60 (N): -0.437, atom 61 (O): -0.770, atom 62 (C): -0.405, atom 63 (C): -0.808, atom 64 (H): 0.433, atom 65 (N): -1.600, atom 66 (H): 0.496, atom 67 (C): -0.749, atom 68 (H): 0.335, atom 69 (C): -0.692, atom 70 (H): 0.441, atom 71 (H): 0.335, atom 72 (C): -0.409, atom 73 (H): 0.372, atom 74 (P): 2.488, atom 75 (C): -0.749, atom 76 (C): -1.220, atom 77 (H): 0.430, atom 78 (C): -0.928, atom 79 (C): 0.178